Entry from OMol25: 2 unconnected molecules or ions with the total composition C13H35N4O5PS at a distorted geometry (ωB97M-V with the def2-TZVPD basis set).

Orbital gap ... 0.327 Eh
Energy ... -50367.63228 eV
Highest occupied orbital energy ... -0.3016 Ha
Net charge ... 0

Atoms and positions in Å:
S -0.55963 0.93416 -2.76327
P -2.05154 0.07818 3.14513
O -1.87093 -1.17069 2.38093
O 4.29329 -0.33306 -2.03656
O -0.03689 0.01916 -1.51744
O 0.83272 1.43557 -3.51145
O -1.05676 2.11576 -2.11032
N -1.67186 0.60497 4.71261
N -3.69824 0.45459 3.05644
N 0.99725 0.91072 -4.83046
N -1.08816 1.23398 2.26994
C 1.54473 -1.49388 -5.40018
C -1.66519 2.20999 1.35194
C 2.03955 -0.10950 -4.92959
C 4.17111 -1.18736 -0.89297
C -4.37857 1.72151 2.89784
C 1.15730 -0.74744 -1.79849
C 3.01470 -2.15002 -1.12461
C -4.53242 -0.54037 3.71014
C 0.04884 0.58196 1.62141
C 1.64535 -1.62295 -0.64130
C -1.45211 2.02014 4.93517
C -0.65001 -0.20508 5.38577
C 2.16952 -1.89412 -6.74312
H 3.22506 -2.14390 -6.63323
H -5.34120 1.54599 2.40952
H 0.46091 -1.49664 -5.53866
H -2.34508 1.76675 0.61498
H -4.13503 -1.54145 3.54014
H -3.84227 2.40482 2.25896
H 1.81928 -2.27210 -4.68548
H 0.99841 -1.36546 -2.68671
H -5.53947 -0.51562 3.29064
H 0.46798 -0.18749 2.27259
H -0.62644 0.02650 6.45166
H 0.93814 -2.42524 -0.43903
H 4.00875 -0.59638 0.01320
H 5.10299 -1.75224 -0.79476
H 2.94524 -2.25951 -2.21287
H 2.75016 0.24914 -5.67902
H 2.08890 -1.07561 -7.46175
H 0.35414 -0.03887 4.97212
H 0.09972 0.60135 -5.18830
H 0.84153 1.31264 1.43267
H 1.65291 -2.74758 -7.18365
H -0.88366 -1.26560 5.28674
H 3.23106 -3.13688 -0.71879
H -0.51344 2.37572 4.50085
H -4.60065 -0.37551 4.79486
H 2.59223 -0.19107 -3.99731
H -2.18268 3.00332 1.88941
H -2.27121 2.62343 4.54578
H -0.86069 2.70417 0.80622
H -1.42617 2.18155 6.01539
H 1.78523 -0.97841 0.22583
H 4.84659 0.41609 -1.80485
H 1.95295 -0.03563 -2.00015
H -4.58372 2.22277 3.85596
H -0.21252 0.10072 0.67948

Cartesian forces, eV/Å:
-0.4247 -0.0366 -0.0499
-0.7552 3.5847 -2.6756
0.4702 -1.3558 2.1447
-0.2268 0.0256 0.0771
0.5906 -0.0112 -0.3640
-0.1558 -0.1966 0.2544
-0.0681 -0.0147 0.0370
0.6762 -2.3151 0.5518
0.1413 0.0225 -0.4769
0.3608 0.3703 -0.1769
-0.4769 0.1015 -0.0523
0.3854 -0.1165 -0.4915
-0.0378 0.1557 0.0702
-0.0361 -0.3621 -0.3086
0.2272 -0.2322 -0.1698
-0.0901 0.1346 0.3022
0.1706 0.0469 0.2996
-0.3701 0.1404 -0.1176
0.1012 -0.2329 0.1858
0.2400 -0.3602 0.2865
0.0191 0.4824 -0.7996
-0.1775 0.2409 0.0540
0.0212 -0.1198 -0.0222
-0.1626 0.1126 -0.0844
0.0089 0.0190 -0.0187
-0.0142 -0.0805 0.0680
-0.0447 0.0185 0.3000
0.0288 0.0392 -0.0351
0.0412 0.0296 -0.0033
0.0560 0.0078 0.0435
-0.3003 0.0574 0.1829
-0.0824 -0.0296 0.0314
0.0170 0.0661 -0.0346
0.0023 0.0190 -0.0026
-0.0363 0.0754 -0.0137
0.0260 0.0284 0.2117
0.0460 -0.0197 0.0238
-0.0153 0.0121 0.1784
0.1581 -0.3187 0.0219
0.0567 0.0734 0.0863
0.0365 0.0135 0.0109
0.0090 0.0506 0.0758
-0.0857 -0.0682 0.2613
-0.1266 0.1346 0.0018
0.0891 -0.0993 0.0877
-0.0094 0.0273 -0.0564
0.0490 0.0683 0.1563
-0.0211 -0.0304 -0.0670
-0.0685 0.0300 -0.0265
-0.0908 0.2083 0.0710
0.0430 0.0025 0.0209
0.0077 -0.0619 -0.1365
0.0403 -0.1408 -0.0585
-0.0286 -0.0295 -0.0002
-0.1664 -0.2610 0.2253
0.0769 0.0711 -0.0112
-0.0238 -0.0165 -0.1636
-0.0013 -0.0164 -0.0089
-0.0996 0.0558 0.1039